Computed, not measured: 2 unconnected molecules or ions with the total composition C24H26N at a distorted geometry, with the ωB97M-V functional and the def2-TZVPD basis.

Structure (XYZ):
```
51
C24H26N, DFT the ωB97M-V functional and the def2-TZVPD basis
C 2.438 -4.333 3.143
C 2.076 -2.907 2.876
C 1.071 -2.278 3.625
C 0.723 -0.964 3.373
C 1.337 -0.203 2.324
C 0.845 1.118 2.098
C 1.444 2.231 1.424
C 0.866 3.524 1.652
C 1.282 4.643 0.948
C 2.315 4.539 0.002
C 2.946 3.304 -0.191
C 2.553 2.180 0.529
C 2.382 -0.858 1.605
C 2.731 -2.170 1.885
H 3.240 -4.654 2.475
H 2.771 -4.483 4.177
H 1.578 -4.994 2.985
H 0.570 -2.841 4.415
H -0.041 -0.476 3.982
H -0.050 1.363 2.683
H 0.088 3.606 2.415
H 0.810 5.608 1.140
H 2.642 5.414 -0.559
H 3.770 3.214 -0.902
H 3.102 1.256 0.395
H 2.908 -0.341 0.811
H 3.538 -2.647 1.324
C -4.016 0.031 4.037
C -3.222 -1.041 3.611
C -2.545 -0.967 2.390
C -2.672 0.178 1.600
C -2.051 0.247 0.220
C -3.026 -0.049 -0.954
C -2.625 0.939 -2.070
C -1.583 1.888 -1.453
N -1.578 1.569 -0.047
C -3.425 1.267 2.042
C -4.116 1.190 3.256
H -4.559 -0.036 4.979
H -3.132 -1.945 4.217
H -1.902 -1.777 2.035
H -1.228 -0.494 0.169
H -2.954 -1.095 -1.267
H -4.054 0.156 -0.631
H -2.211 0.407 -2.931
H -3.500 1.514 -2.386
H -0.594 1.728 -1.919
H -1.855 2.942 -1.606
H -0.823 1.938 0.515
H -3.452 2.165 1.417
H -4.733 2.033 3.572
```

Computed properties:
Net charge   +1
Total energy   -26792.7674 eV
Highest occupied orbital energy   -10.829 eV
Orbital gap   5.0 eV
Molar mass   328.5 g/mol
Relative energy (zero: lowest compared OMol25 entry of this formula, charge and spin)   21.7 kcal/mol

=====

Computed, not measured: a molecular structure, C24H26N6O9S2V at a distorted geometry, with the ωB97M-V functional and the def2-TZVPD basis.

Structure (XYZ):
```
68
C24H26N6O9S2V, DFT the ωB97M-V functional and the def2-TZVPD basis
V -1.466 -0.176 -1.609
O -4.464 3.686 1.820
C -3.764 2.866 1.029
C -2.655 3.290 0.286
C -2.027 2.363 -0.505
N -2.438 1.102 -0.552
C -3.490 0.681 0.151
C -4.189 1.534 0.962
C -3.694 -0.812 -0.084
O -4.360 -1.498 0.645
O -2.957 -1.210 -1.111
C -0.822 2.541 -1.418
O -0.208 3.570 -1.503
O -0.593 1.413 -2.069
H -4.126 4.586 1.782
H -2.292 4.312 0.308
H -5.048 1.200 1.528
O 2.231 -2.111 -1.435
S 3.600 -2.296 -0.844
C 3.298 -2.544 0.929
C 2.475 -1.435 1.598
C 1.428 -2.060 2.534
C 0.214 -2.653 1.828
S -1.138 -1.587 1.195
O -0.517 -0.761 0.056
C -1.271 -0.416 2.534
C -2.030 -0.769 3.640
C -2.100 0.115 4.708
C -1.429 1.331 4.649
C -0.707 1.684 3.515
C -0.624 0.807 2.442
C 4.371 -0.687 -0.727
C 3.754 0.421 -1.272
C 4.390 1.655 -1.186
C 5.624 1.761 -0.558
C 6.243 0.632 -0.031
C 5.622 -0.602 -0.123
H 4.280 -2.691 1.384
H 2.769 -3.500 0.948
H 1.982 -0.833 0.835
H 3.127 -0.770 2.162
H 1.103 -1.343 3.288
H 1.905 -2.884 3.072
H -0.336 -3.326 2.492
H 0.513 -3.210 0.934
H -2.565 -1.713 3.664
H -2.689 -0.141 5.581
H -1.474 2.008 5.494
H -0.204 2.642 3.465
H -0.063 1.060 1.552
H 2.792 0.326 -1.754
H 3.914 2.530 -1.609
H 6.110 2.725 -0.484
H 7.213 0.713 0.444
H 6.110 -1.491 0.266
N -0.411 -1.794 -2.609
N -0.500 -1.657 -3.999
C -1.405 -0.802 -4.522
N -1.515 -0.737 -5.837
N -2.112 -0.110 -3.616
N -3.093 0.782 -4.034
O -3.332 0.948 -5.230
O -3.676 1.362 -3.148
H 0.564 -1.756 -2.297
H -0.808 -2.680 -2.313
H 0.051 -2.249 -4.591
H -0.912 -1.268 -6.441
H -2.177 -0.076 -6.209
```

Computed properties:
Net charge   +1
Total energy   -100030.9928 eV
Highest occupied orbital energy (alpha / beta)   -11.300 / -11.578 eV
Orbital gap (alpha / beta)   8.7 / 9.0 eV
Molar mass   657.6 g/mol
Multiplicity   3

=====

Computed, not measured: a molecular structure, C24H27AsCl2O2PSm at a distorted geometry, with the ωB97M-V functional and the def2-TZVPD basis.

Structure (XYZ):
```
58
C24H27AsCl2O2PSm, DFT the ωB97M-V functional and the def2-TZVPD basis
C 5.537 3.094 -0.481
C 4.409 2.277 -0.153
H 5.835 3.546 0.504
H 5.320 3.892 -1.250
H 6.348 2.416 -0.920
O 3.817 1.847 0.834
Cl 2.768 2.169 -2.618
Sm 2.366 0.748 -0.704
P 2.885 -1.767 1.063
C 2.930 -2.225 2.821
C 2.693 -3.420 0.343
H 4.903 -1.200 -0.255
H 5.180 -2.458 0.955
H 5.107 -0.751 1.441
C 4.721 -1.504 0.766
H 2.684 -3.360 -0.771
H 3.522 -4.097 0.684
H 3.721 -2.981 2.998
H 1.951 -2.653 3.108
H 1.713 -3.857 0.678
H 3.112 -1.337 3.433
C 1.075 0.200 1.720
O 0.821 0.152 2.855
Cl 2.775 -1.083 -2.420
C -4.198 -2.659 1.658
C -3.086 -3.180 0.993
C -2.056 -2.340 0.544
C -2.137 -0.948 0.753
C -3.267 -0.438 1.422
C -4.279 -1.295 1.879
As -0.778 0.164 -0.172
C -1.700 -0.026 -1.934
C -0.930 -0.575 -2.979
C -1.551 -0.819 -4.220
C -2.915 -0.537 -4.392
C -3.659 -0.024 -3.324
C -3.056 0.225 -2.098
C -1.486 1.952 0.322
C -1.836 2.871 -0.664
C -2.326 4.109 -0.272
C -2.456 4.436 1.092
C -2.069 3.515 2.068
C -1.561 2.267 1.686
H -4.993 -3.312 1.980
H -3.013 -4.257 0.804
H -1.204 -2.751 0.004
H -3.365 0.647 1.573
H -5.132 -0.862 2.393
H 0.146 -0.790 -2.842
H -0.949 -1.234 -5.046
H -3.376 -0.748 -5.357
H -4.706 0.172 -3.461
H -3.630 0.623 -1.282
H -1.724 2.624 -1.692
H -2.625 4.841 -1.025
H -2.874 5.399 1.390
H -2.156 3.754 3.121
H -1.246 1.544 2.446
```

Computed properties:
Net charge   +2
Total energy   -142479.8697 eV
Highest occupied orbital energy (alpha / beta)   -13.790 / -13.761 eV
Orbital gap (alpha / beta)   2.9 / 2.7 eV
Molar mass   674.6 g/mol
Multiplicity   6

=====

Computed, not measured: a molecular structure, C24H27AuClFN2S at a distorted geometry, with the ωB97M-V functional and the def2-TZVPD basis.

Structure (XYZ):
```
57
C24H27AuClFN2S, DFT the ωB97M-V functional and the def2-TZVPD basis
Au 0.226 -0.290 -0.264
S 0.634 0.915 1.959
C 2.255 0.606 1.514
C 3.344 0.730 2.380
C 4.595 0.413 1.904
C 4.752 0.026 0.574
C 3.621 -0.087 -0.211
N 2.410 0.177 0.255
H 3.174 1.036 3.400
H 5.448 0.448 2.566
H 5.726 -0.195 0.168
H 3.669 -0.402 -1.244
C -4.049 -2.932 -2.518
C -2.572 -2.626 -2.259
C -1.730 -2.907 -3.506
C -2.039 -3.433 -1.095
C -2.047 -4.815 -1.173
C -1.537 -5.586 -0.146
C -1.040 -4.965 0.981
C -1.036 -3.582 1.118
C -0.423 -3.042 2.392
C -1.177 -1.888 3.050
C 1.045 -2.700 2.115
C -1.534 -2.804 0.060
N -1.575 -1.401 0.085
C -2.735 -0.796 0.399
C -3.853 -1.505 0.903
C -5.025 -0.864 1.224
C -5.153 0.511 1.065
C -4.086 1.240 0.560
C -2.918 0.594 0.232
F -1.904 1.333 -0.288
H -4.404 -2.361 -3.373
H -4.652 -2.663 -1.652
H -4.198 -3.989 -2.728
H -2.488 -1.559 -2.030
H -1.848 -3.937 -3.832
H -0.677 -2.734 -3.298
H -2.035 -2.253 -4.320
H -2.452 -5.297 -2.050
H -1.538 -6.661 -0.218
H -0.650 -5.566 1.789
H -0.426 -3.866 3.115
H -1.158 -0.987 2.449
H -0.709 -1.653 4.004
H -2.215 -2.162 3.228
H 1.117 -2.013 1.271
H 1.600 -3.602 1.861
H 1.513 -2.233 2.980
H -3.761 -2.574 1.029
H -5.858 -1.442 1.598
H -6.073 1.007 1.326
H -4.159 2.305 0.409
Cl 1.774 -0.825 -3.066
C 0.431 0.089 -2.414
H -0.473 -0.238 -2.915
H 0.617 1.142 -2.594
```

Computed properties:
Total energy   -58072.1323 eV
Highest occupied orbital energy (alpha / beta)   -7.266 / -7.266 eV
Orbital gap (alpha / beta)   5.2 / 5.2 eV
Molar mass   627.0 g/mol

=====

Computed, not measured: a molecular structure, C24H27BCl3GeN9PtS2 at a distorted geometry, with the ωB97M-V functional and the def2-TZVPD basis.

Structure (XYZ):
```
68
C24H27BCl3GeN9PtS2, DFT the ωB97M-V functional and the def2-TZVPD basis
Pt -0.243 -0.655 0.779
C 1.155 -0.879 3.599
N -0.181 -0.458 3.151
C -0.559 0.932 3.477
C -0.043 1.814 2.396
N 0.014 1.380 1.161
C 0.529 2.409 0.368
C 0.793 2.468 -0.999
C 1.291 3.659 -1.484
C 1.512 4.765 -0.635
C 1.246 4.709 0.717
C 0.753 3.500 1.200
N 0.389 3.079 2.486
C 2.111 -0.758 2.468
N 1.742 -0.600 1.208
C 2.909 -0.651 0.416
C 3.106 -0.532 -0.957
C 4.398 -0.657 -1.414
C 5.472 -0.887 -0.533
C 5.284 -0.971 0.828
C 3.977 -0.845 1.280
N 3.429 -0.900 2.565
H 1.484 -0.298 4.462
H 1.121 -1.924 3.908
H -0.877 -1.081 3.546
H -1.648 0.989 3.491
H -0.199 1.245 4.458
H 0.621 1.612 -1.644
H 1.522 3.756 -2.538
H 1.907 5.680 -1.056
H 1.416 5.562 1.363
H 0.404 3.646 3.322
H 2.290 -0.298 -1.626
H 4.599 -0.562 -2.472
H 6.472 -0.989 -0.934
H 6.114 -1.125 1.505
H 3.945 -1.047 3.421
C -1.799 -4.812 -0.059
N -2.314 -3.872 -1.072
C -2.582 -4.191 -2.376
C -3.083 -3.072 -2.959
N -3.135 -2.077 -2.013
B -4.033 -0.802 -2.213
N -3.205 0.543 -2.141
C -3.052 1.398 -3.164
C -2.699 2.639 -2.650
N -2.630 2.510 -1.313
C -2.422 3.628 -0.376
C -2.955 1.209 -0.994
S -3.060 0.580 0.557
C -2.643 -2.584 -0.885
S -2.401 -1.798 0.661
H -1.115 -5.506 -0.538
H -2.625 -5.357 0.390
H -1.263 -4.263 0.712
H -2.398 -5.174 -2.778
H -3.437 -2.921 -3.965
H -4.847 -0.742 -1.331
H -4.523 -0.874 -3.302
H -3.218 1.103 -4.189
H -2.517 3.578 -3.151
H -1.540 4.189 -0.679
H -2.286 3.234 0.627
H -3.296 4.275 -0.389
Cl 2.651 -4.143 1.327
Ge 2.460 -3.864 -0.851
Cl 0.408 -2.290 -0.744
Cl 1.308 -5.635 -1.422
```

Computed properties:
Net charge   +3
Total energy   -158392.6525 eV
Highest occupied orbital energy (alpha / beta)   -15.784 / -15.788 eV
Orbital gap (alpha / beta)   4.6 / 4.4 eV
Molar mass   890.5 g/mol
Relative energy (zero: lowest compared OMol25 entry of this formula, charge and spin)   93.5 kcal/mol
Multiplicity   2

=====

Computed, not measured: a molecular structure, C24H27BrN5O9PRuSTe at a distorted geometry, with the ωB97M-V functional and the def2-TZVPD basis.

Structure (XYZ):
```
70
C24H27BrN5O9PRuSTe, DFT the ωB97M-V functional and the def2-TZVPD basis
Ru 0.736 0.837 0.992
Br 1.988 -8.360 0.369
C 0.669 -7.344 1.279
C 1.059 -6.324 2.132
C 0.098 -5.582 2.798
C -1.266 -5.852 2.603
C -1.630 -6.901 1.744
C -0.673 -7.641 1.080
N -2.308 -5.148 3.185
N -1.986 -4.171 4.004
C -1.500 -2.977 3.681
C -1.041 -2.164 4.753
C -0.407 -0.963 4.570
C -0.188 -0.443 3.276
O 0.441 0.644 3.034
C -0.764 -1.186 2.176
N -0.647 -0.579 0.959
C -1.110 -1.180 -0.120
C -1.779 -2.405 -0.043
C -1.939 -3.017 1.175
C -1.409 -2.424 2.336
H 2.108 -6.104 2.271
H 0.402 -4.790 3.467
H -2.684 -7.109 1.611
H -0.959 -8.443 0.413
H -1.173 -2.566 5.749
H -0.030 -0.397 5.411
H -0.948 -0.660 -1.054
H -2.160 -2.859 -0.947
H -2.478 -3.949 1.248
O 4.592 -0.496 1.170
S 3.356 0.144 0.853
O 2.158 -0.745 0.987
O 3.425 0.640 -0.605
O 3.008 1.353 1.658
N -0.508 2.389 0.940
C -1.223 3.279 0.806
N -2.046 4.316 0.681
C -3.348 4.105 0.046
C -3.234 4.321 -1.453
O -2.695 5.601 -1.736
C -1.386 5.736 -1.193
C -1.416 5.594 0.318
H -4.041 4.831 0.476
H -3.701 3.101 0.277
H -4.214 4.276 -1.929
H -2.593 3.544 -1.887
H -1.028 6.723 -1.484
H -0.717 4.975 -1.617
H -2.006 6.397 0.766
H -0.407 5.614 0.728
C 4.324 0.451 -4.234
C 3.150 0.253 -3.303
O 2.763 1.539 -2.800
P 2.023 1.731 -1.382
O 0.971 0.654 -1.137
Te 2.821 3.571 0.079
O 1.052 2.985 -1.990
C 0.253 2.721 -3.134
C 0.707 3.571 -4.304
H 4.707 -0.515 -4.567
H 5.123 0.978 -3.711
H 4.041 1.034 -5.112
H 3.406 -0.411 -2.482
H 2.289 -0.167 -3.832
H -0.788 2.950 -2.878
H 0.286 1.659 -3.387
H 0.689 4.629 -4.035
H 0.056 3.423 -5.169
H 1.728 3.307 -4.578
```

Computed properties:
Net charge   -1
Total energy   -151245.9550 eV
Highest occupied orbital energy (alpha / beta)   -2.383 / -2.355 eV
Orbital gap (alpha / beta)   2.3 / 2.2 eV
Molar mass   901.1 g/mol
Relative energy (zero: lowest compared OMol25 entry of this formula, charge and spin)   46.1 kcal/mol
Multiplicity   2

=====

Computed, not measured: a gas-phase ion, C24H27Cl2N2O4P2 (charge +1) at a distorted geometry, with the ωB97M-V functional and the def2-TZVPD basis.

Structure (XYZ):
```
61
C24H27Cl2N2O4P2, DFT the ωB97M-V functional and the def2-TZVPD basis
C -2.992 1.808 8.002
C -2.673 2.270 6.625
O -3.172 3.246 6.154
O -1.778 1.526 5.963
C -1.878 1.633 4.536
C -1.097 0.516 3.900
C -1.173 0.631 2.365
C 0.192 0.401 1.711
C 0.087 0.267 0.209
C -0.758 1.090 -0.484
C -0.859 0.984 -1.875
C -1.756 1.860 -2.546
C -1.873 1.795 -3.893
P -3.015 2.948 -4.739
O -3.964 3.550 -3.795
N -1.136 0.878 -4.580
C -0.273 0.022 -4.027
C 0.407 -0.803 -5.037
Cl -0.537 -2.101 -5.667
C 1.648 -0.552 -5.449
C 2.460 0.564 -4.885
Cl 2.391 -1.548 -6.604
C -0.113 0.026 -2.615
C 0.743 -0.884 -1.890
P 1.703 -2.262 -2.728
N 1.012 -3.685 -2.070
O 3.182 -2.171 -2.026
C 0.832 -0.719 -0.508
C 1.719 -1.559 0.352
C 1.284 -2.736 0.954
C 2.153 -3.435 1.784
C 3.441 -2.984 2.033
C 3.876 -1.801 1.440
C 3.010 -1.104 0.608
H -2.440 0.911 8.267
H -2.755 2.587 8.717
H -4.054 1.601 8.083
H -2.930 1.594 4.258
H -1.518 2.612 4.220
H -0.071 0.533 4.263
H -1.548 -0.418 4.227
H -1.885 -0.113 2.018
H -1.566 1.619 2.141
H 0.817 1.263 1.943
H 0.640 -0.483 2.142
H -1.368 1.837 -0.004
H -2.352 2.568 -1.991
H -3.589 2.193 -5.783
H -2.153 3.856 -5.385
H -1.229 0.863 -5.588
H 2.833 0.253 -3.906
H 1.871 1.462 -4.726
H 3.322 0.791 -5.498
H 0.423 -4.062 -2.803
H 0.466 -3.546 -1.229
H 3.577 -3.047 -2.138
H 0.274 -3.097 0.812
H 1.811 -4.337 2.270
H 4.122 -3.515 2.678
H 4.863 -1.418 1.638
H 3.350 -0.182 0.157
```

Computed properties:
Net charge   +1
Total energy   -80113.6931 eV
Highest occupied orbital energy   -11.227 eV
Orbital gap   6.7 eV
Molar mass   540.3 g/mol
SMILES string   CC(=O)OCCCCc1cc2cc([PH2]=O)[nH+]c(/C(Cl)=C(\C)Cl)c2c(P(N)O)c1-c1ccccc1

=====

Computed, not measured: a molecular structure, C24H27Cl3N3NiO5, with the ωB97M-V functional and the def2-TZVPD basis.

Structure (XYZ):
```
63
C24H27Cl3N3NiO5, DFT the ωB97M-V functional and the def2-TZVPD basis
Ni 0.217 -0.223 0.225
O 4.088 3.834 -0.701
C 4.725 2.673 -0.611
O 5.935 2.619 -0.676
C 3.911 1.450 -0.384
C 4.469 0.163 -0.205
Cl 5.989 -0.202 0.548
N 3.401 -0.704 0.042
N 2.197 -0.020 -0.065
C 2.534 1.270 -0.291
C 1.390 2.227 -0.424
O 1.604 3.434 -0.646
O 0.231 1.719 -0.298
C 3.440 -2.074 0.121
C 2.440 -2.781 0.812
C 2.489 -4.160 0.896
C 3.508 -4.882 0.284
C 4.487 -4.184 -0.423
C 4.466 -2.806 -0.513
H 3.078 3.720 -0.680
H 1.652 -2.223 1.302
H 1.708 -4.679 1.443
H 3.536 -5.962 0.349
H 5.279 -4.727 -0.926
H 5.223 -2.279 -1.076
C -1.454 -1.606 -1.645
C -2.660 -1.176 -0.836
O -2.382 -0.116 0.057
C -2.711 1.182 -0.466
C -2.770 2.167 0.675
H -1.767 -2.416 -2.317
H 0.519 -1.881 -1.240
H -1.072 -0.781 -2.249
H -2.999 -2.028 -0.241
H -3.483 -0.907 -1.508
H -3.686 1.104 -0.962
H -1.955 1.492 -1.190
H -3.501 1.850 1.422
H -3.055 3.149 0.295
H -1.789 2.268 1.131
C 0.824 -4.004 -2.480
C 0.036 -4.404 -1.264
C -0.141 -5.745 -0.949
C -0.782 -6.117 0.222
C -1.212 -5.143 1.107
C -1.044 -3.788 0.828
C -1.376 -2.765 1.881
C -0.457 -3.432 -0.387
N -0.360 -2.043 -0.754
H 1.123 -4.884 -3.048
H 1.738 -3.481 -2.180
H 0.264 -3.344 -3.146
H 0.250 -6.499 -1.621
H -0.918 -7.164 0.459
H -1.669 -5.429 2.048
H -1.737 -3.259 2.783
H -2.110 -2.020 1.579
H -0.475 -2.198 2.128
Cl -0.057 0.559 2.622
C 0.362 -0.166 4.180
Cl -0.862 0.137 5.430
H 1.300 0.264 4.508
H 0.443 -1.239 4.048
```

Computed properties:
Net charge   -1
Total energy   -118646.2635 eV
Highest occupied orbital energy (alpha / beta)   -1.680 / -4.453 eV
Orbital gap (alpha / beta)   4.0 / 6.8 eV
Molar mass   602.5 g/mol
Relative energy (zero: lowest compared OMol25 entry of this formula, charge and spin)   5.7 kcal/mol
Multiplicity   3